Entry 1:
{
  "formula": "C6H11N3",
  "method": "ωB97M-V/def2-TZVPD",
  "symbols": ["C", "C", "C", "N", "C", "N", "C", "N", "C", "H", "H", "H", "H", "H", "H", "H", "H", "H", "H", "H"],
  "xyz": [[2.38656, 0.45216, 0.12536], [1.09391, 0.17143, -0.01992], [0.40626, -1.07672, -0.16867], [0.87749, -2.30696, 0.27062], [-0.89374, -0.84990, -0.51183], [-1.87423, -1.80545, -0.60894], [-1.16478, 0.61435, -0.77378], [-0.01010, 1.25064, -0.12890], [-0.31637, 2.29358, 0.83352], [2.72218, 1.47014, 0.28553], [3.15191, -0.30651, 0.01924], [0.69806, -3.03467, -0.41424], [1.86651, -2.29979, 0.49908], [-2.81498, -1.45026, -0.47457], [-1.66757, -2.62494, -0.04311], [-2.12102, 0.92726, -0.33316], [-1.16891, 0.83170, -1.85173], [0.54674, 2.96364, 0.94550], [-1.16806, 2.91858, 0.53623], [-0.54985, 1.86170, 1.81377]],
  "nbo_charge": [-0.516, 0.189, -0.007, -0.819, 0.175, -0.809, -0.239, -0.456, -0.398, 0.211, 0.200, 0.369, 0.381, 0.379, 0.383, 0.186, 0.202, 0.200, 0.202, 0.169],
  "largest_force_ev_per_a": 3.529,
  "total_charge": 0,
  "smiles": "C=C1C(N)=C(N)CN1C",
  "multiplicity": 1
}


Entry 2:
{
  "formula": "C6H11N3O",
  "method": "ωB97M-V/def2-TZVPD",
  "symbols": ["C", "C", "C", "C", "N", "H", "H", "H", "H", "H", "H", "H", "H", "H", "C", "N", "N", "C", "O", "H", "H"],
  "xyz": [[-0.02560, -2.36009, 0.04059], [-0.31873, -1.52181, 1.01373], [-0.57700, -0.06109, 0.79241], [0.75239, 0.58802, 1.07937], [-1.62592, 0.57401, 1.56472], [0.34536, -3.36646, 0.18532], [-0.17088, -2.05864, -1.01216], [-0.17148, -1.85239, 2.04870], [-0.91225, 0.07301, -0.24454], [0.96794, 0.46754, 2.16738], [1.58937, 0.16767, 0.57708], [0.69297, 1.65760, 0.81483], [-2.54017, 0.36626, 1.18278], [-1.61304, 0.20678, 2.50615], [0.04702, 0.12645, -2.12683], [1.23862, -0.08974, -1.65819], [1.77936, 1.17979, -1.46441], [0.80025, 2.00994, -1.55947], [-0.29679, 1.41080, -2.00496], [-0.67572, -0.57032, -2.56950], [0.71427, 3.05267, -1.33301]],
  "nbo_charge": [-0.380, -0.192, -0.104, -0.607, -0.823, 0.201, 0.175, 0.193, 0.183, 0.204, 0.235, 0.205, 0.358, 0.349, 0.275, -0.290, -0.289, 0.288, -0.416, 0.221, 0.214],
  "largest_force_ev_per_a": 2.470,
  "total_charge": 0,
  "smiles": "C=C[C@H](C)N.c1nnco1",
  "multiplicity": 1
}


Entry 3:
{
  "formula": "C6H11N3O",
  "method": "ωB97M-V/def2-TZVPD",
  "symbols": ["C", "C", "C", "N", "C", "N", "H", "H", "H", "H", "H", "H", "C", "C", "N", "O", "H", "H", "H", "H", "H"],
  "xyz": [[3.09590, 1.50973, -0.17427], [1.65404, 1.57407, -0.04930], [0.87062, 1.49413, 1.09318], [-0.42611, 1.35993, 0.68080], [-0.36796, 1.30835, -0.69427], [0.84481, 1.41127, -1.14230], [3.45345, 0.47220, -0.34081], [3.74102, 1.70504, 0.68641], [3.49245, 2.06094, -1.02589], [1.13647, 1.70674, 2.11677], [-1.29454, 1.43755, 1.18864], [-1.27558, 1.15421, -1.24990], [-2.64300, -2.00818, 0.46249], [-1.66972, -1.98908, -0.69837], [-0.33544, -1.82133, -0.38316], [-1.99738, -2.14894, -1.85007], [-2.10796, -1.96711, 1.40651], [-3.20710, -2.92106, 0.27194], [-3.35796, -1.19357, 0.38171], [0.34609, -1.77169, -1.11623], [0.04790, -1.37322, 0.43611]],
  "nbo_charge": [-0.647, 0.082, -0.127, -0.541, 0.176, -0.456, 0.220, 0.224, 0.232, 0.216, 0.421, 0.201, -0.717, 0.676, -0.840, -0.608, 0.213, 0.250, 0.232, 0.401, 0.391],
  "largest_force_ev_per_a": 2.775,
  "total_charge": 0,
  "smiles": "Cc1c[nH]cn1.CC(N)=O",
  "multiplicity": 1
}


Entry 4:
{
  "formula": "C6H11N3O2",
  "method": "ωB97M-V/def2-TZVPD",
  "symbols": ["C", "C", "C", "O", "C", "C", "H", "H", "H", "H", "H", "H", "N", "N", "C", "N", "O", "H", "H", "H", "H", "H"],
  "xyz": [[-1.03675, -0.96169, 2.92716], [-1.37296, -0.26159, 2.00768], [-1.74288, 0.64919, 0.92261], [-1.39176, 0.46822, -0.23069], [-2.58445, 1.84111, 1.31437], [-2.94873, 2.69780, 0.12043], [-0.70096, -1.56474, 3.73964], [-2.03882, 2.42254, 2.07311], [-3.48907, 1.46548, 1.82577], [-2.06351, 3.18657, -0.32395], [-3.37865, 2.10476, -0.66902], [-3.63894, 3.50589, 0.39096], [2.91336, -2.31854, -2.23248], [2.51169, -1.01394, -2.01386], [1.87316, -0.70071, -0.83317], [1.54693, 0.63401, -0.71793], [1.66498, -1.52119, 0.04415], [3.91404, -2.35441, -2.32415], [2.46726, -2.72591, -3.04328], [2.60945, -0.30955, -2.72959], [1.28778, 1.20691, -1.51257], [0.91745, 0.79089, 0.06082]],
  "nbo_charge": [-0.111, -0.146, 0.520, -0.517, -0.495, -0.607, 0.241, 0.234, 0.234, 0.212, 0.222, 0.213, -0.621, -0.497, 0.767, -0.851, -0.633, 0.346, 0.347, 0.359, 0.381, 0.402],
  "largest_force_ev_per_a": 0.956,
  "total_charge": 0,
  "smiles": "C#CC(=O)CC.NNC(N)=O",
  "multiplicity": 1
}


Entry 5:
{
  "formula": "C6H11N3O3",
  "method": "ωB97M-V/def2-TZVPD",
  "symbols": ["H", "N", "C", "N", "C", "C", "C", "O", "O", "N", "C", "C", "O", "H", "H", "H", "H", "H", "H", "H", "H", "H", "H"],
  "xyz": [[0.54809, -1.83458, -0.48768], [-0.15109, -1.10695, -0.45108], [0.34625, 0.05132, -0.24965], [-0.44042, 1.17669, -0.17184], [-1.88596, 1.07449, -0.56103], [-2.76827, 0.52093, 0.52346], [-3.47504, -0.79385, 0.16018], [-4.66415, -0.91069, 0.38052], [-2.83254, -1.77403, -0.32385], [1.82881, 0.30432, -0.13969], [2.78611, -0.72618, 0.04207], [4.18891, -0.13643, 0.39828], [2.55135, -1.91986, -0.06685], [-0.02677, 2.07105, -0.48385], [-1.87417, 0.52041, -1.46602], [-2.10883, 2.08242, -0.78452], [-3.58930, 1.29382, 0.81503], [-2.15771, 0.36887, 1.47226], [-1.85674, -1.56723, -0.31068], [2.15091, 1.20750, 0.13647], [4.22081, -0.05009, 1.51957], [4.95721, -0.81434, 0.00751], [4.25251, 0.96242, 0.04135]],
  "nbo_charge": [0.408, -0.796, 0.619, -0.619, -0.220, -0.546, 0.776, -0.610, -0.671, -0.673, 0.702, -0.714, -0.588, 0.393, 0.212, 0.207, 0.251, 0.247, 0.511, 0.398, 0.244, 0.254, 0.215],
  "largest_force_ev_per_a": 3.911,
  "total_charge": 0,
  "smiles": "[H]/N=C(/NCCC(=O)O)NC(C)=O",
  "multiplicity": 1
}


These records have LUMO level values of 0.0351; 0.0295; 0.0201; 0.0137; 0.0066 Ha, in the order they appear.